{
  "formula": "C2H4FNO2",
  "method": "ωB97M-V/def2-TZVPD",
  "energy_ha": -383.5498,
  "de_lowest_ev": 4.618,
  "fmax_ev_per_a": 4.74,
  "spin_multiplicity": 1,
  "homo_lumo_gap_ev": 11.243,
  "species": ["C", "C", "N", "O", "O", "F", "H", "H", "H", "H"],
  "positions_angstrom": [[0.202, -0.563, 0.528], [0.691, 1.003, -0.435], [-1.137, -0.859, -0.075], [-1.349, -1.736, -0.879], [-2.004, -0.077, 0.314], [1.954, 1.138, -0.117], [0.010, -0.264, 1.599], [0.925, -1.408, 0.529], [0.652, 0.908, -1.492], [0.056, 1.858, 0.029]]
}